No. 1
{"formula": "C4H3F6N", "method": "wB97M-V/def2-TZVPD", "e_above_lowest_kcal_mol": 67.32, "homo_ev": [-10.409, -10.408], "lumo_energy_ha": [-0.033, -0.033], "mol_weight_g_mol": 179.06, "homo_lumo_gap_ev": [9.519, 9.518], "species": ["C", "C", "C", "C", "N", "F", "F", "F", "F", "F", "F", "H", "H", "H"], "positions_angstrom": [[-2.609, -0.001, -0.694], [-3.574, 0.147, 0.194], [0.381, -0.098, -0.435], [-1.056, -1.994, 0.333], [-0.829, -0.659, 0.229], [-2.318, 0.526, -1.848], [-4.774, 0.800, -0.161], [-3.557, -0.138, 1.439], [-2.212, -2.223, 0.977], [-1.154, -2.696, -0.841], [-0.122, -2.646, 1.016], [1.318, -0.694, -0.031], [0.627, -0.113, -1.528], [0.507, 0.976, -0.148]]}

=====

No. 2
{"formula": "C4H3FN2", "method": "wB97M-V/def2-TZVPD", "e_above_lowest_kcal_mol": 47.04, "homo_ev": -9.990, "lumo_energy_ha": -0.003, "mol_weight_g_mol": 98.08, "homo_lumo_gap_ev": 9.907, "smiles": "Fc1cncnc1", "species": ["F", "C", "C", "N", "C", "N", "C", "H", "H", "H"], "positions_angstrom": [[1.735, 1.590, -0.885], [0.897, 0.747, -0.130], [-0.240, 1.049, 0.486], [-1.324, 0.318, 0.863], [-1.193, -0.987, 0.443], [-0.055, -1.444, -0.294], [0.844, -0.607, -0.741], [-0.414, 2.106, 0.789], [-1.907, -1.640, 0.712], [1.658, -1.131, -1.243]]}

=====

No. 3
{"formula": "C4H3FN2O", "method": "wB97M-V/def2-TZVPD", "e_above_lowest_kcal_mol": 102.72, "homo_ev": -9.369, "lumo_energy_ha": -0.047, "mol_weight_g_mol": 114.08, "homo_lumo_gap_ev": 8.098, "smiles": "N#C/C(F)=C\\NC=O", "species": ["N", "C", "C", "F", "C", "N", "C", "O", "H", "H", "H"], "positions_angstrom": [[0.326, 2.269, 0.137], [1.128, 1.211, 0.029], [1.312, -0.123, -0.149], [2.650, -0.648, -0.140], [0.431, -1.214, 0.202], [-0.950, -0.957, 0.163], [-1.780, 0.150, -0.062], [-2.986, -0.082, -0.153], [0.756, -2.234, 0.298], [-1.545, -1.851, 0.026], [-1.358, 1.247, -0.060]]}

=====

No. 4
{"formula": "C4H3FO", "method": "wB97M-V/def2-TZVPD", "e_above_lowest_kcal_mol": 88.15, "homo_ev": -9.186, "lumo_energy_ha": -0.014, "mol_weight_g_mol": 86.06, "homo_lumo_gap_ev": 8.818, "smiles": "O=C=CF.C#C", "species": ["O", "C", "C", "F", "H", "C", "C", "H", "H"], "positions_angstrom": [[2.512, 1.174, -0.878], [1.827, 0.407, -0.289], [1.067, -0.540, 0.254], [1.059, -1.791, -0.209], [0.615, -0.595, 1.210], [-1.364, 0.747, 0.071], [-2.225, -0.045, -0.119], [-0.405, 1.203, 0.013], [-3.086, -0.560, -0.053]]}

=====

No. 5
{"formula": "C4H3FO3", "method": "wB97M-V/def2-TZVPD", "e_above_lowest_kcal_mol": 12.31, "homo_ev": -10.886, "lumo_energy_ha": 0.010, "mol_weight_g_mol": 118.06, "homo_lumo_gap_ev": 11.164, "smiles": "O=C1C=C(F)[C@H](O)O1", "species": ["O", "C", "C", "C", "F", "C", "O", "O", "H", "H", "H"], "positions_angstrom": [[-1.133, 0.823, 2.568], [-0.803, 0.557, 1.437], [-1.342, -0.503, 0.618], [-0.748, -0.545, -0.537], [-0.868, -1.296, -1.604], [0.505, 0.596, -0.495], [1.817, 0.242, -0.687], [0.290, 1.077, 0.847], [-2.114, -1.159, 0.968], [0.436, 1.393, -1.264], [1.931, -0.593, -0.356]]}

=====

No. 6
{"formula": "C4H3FO3", "method": "wB97M-V/def2-TZVPD", "e_above_lowest_kcal_mol": 54.48, "homo_ev": -8.680, "lumo_energy_ha": 0.006, "mol_weight_g_mol": 118.06, "homo_lumo_gap_ev": 8.837, "species": ["C", "C", "C", "C", "H", "H", "H", "O", "O", "O", "F"], "positions_angstrom": [[0.602, -0.188, 0.212], [1.070, 0.265, -0.932], [-1.156, 0.297, -1.009], [-0.823, -0.106, 0.201], [2.105, -0.523, 1.466], [1.969, 0.593, -1.409], [-0.924, -0.117, 2.203], [1.093, -0.593, 1.416], [-0.050, 0.487, -1.774], [-1.582, -0.579, 1.253], [-2.305, 0.464, -1.626]]}